1.
The following is a DFT calculation (ωB97M-V with the def2-TZVPD basis set) of a structure of composition C37H40AuN2SSbSe4 in a non-equilibrium geometry.

Properties
2S+1	2
total energy	-324451.19909	eV
relative energy (zero: lowest compared OMol25 entry of this formula, charge and spin)	1.189	eV
expectation value of S²	0.78
total charge	-1

The geometry in XYZ format:
```
86
Properties=species:S:1:pos:R:3:forces:R:3
H -4.545 2.893 3.567 0.0 0.0 0.0
C -3.279 2.434 -1.309 0.0 0.0 0.0
H -4.107 3.088 -1.018 0.0 0.0 0.0
H -6.063 -0.893 0.449 0.0 0.0 0.0
C -5.126 -1.290 0.074 -0.1 0.0 0.0
C -5.143 -2.382 -0.755 0.0 0.0 0.0
H 2.066 0.595 -4.842 -0.1 0.0 0.0
Sb 4.512 3.504 0.625 1.5 -0.2 0.9
S 1.771 -2.915 -1.551 -0.5 0.6 0.1
C 2.917 -0.323 -0.865 -0.6 0.6 0.2
H -0.397 -4.092 -2.431 0.1 0.0 0.0
C -2.083 2.611 -0.367 -0.1 0.1 0.1
C -0.504 -1.699 -0.601 0.0 0.4 0.1
C -1.292 -0.773 0.135 0.3 -0.3 -0.1
H 0.304 -1.178 2.576 0.0 0.0 0.0
C -1.471 -0.561 3.686 0.1 -0.1 -0.2
C 3.776 -0.839 2.255 -0.1 0.1 -0.1
H 0.354 0.236 -4.551 0.1 0.0 0.0
H -1.651 -0.334 4.740 0.0 0.0 0.0
C 5.214 0.435 -2.248 0.1 -0.1 0.1
H -6.086 -2.846 -1.027 0.0 0.0 0.0
Au 1.033 1.152 0.667 -0.5 -1.5 -0.3
C -2.533 -4.406 -2.508 0.0 -0.1 -0.1
H -0.771 4.198 0.328 0.0 0.0 0.0
C 5.307 -0.227 -1.036 -0.1 -0.2 0.0
C -1.442 -2.653 -1.242 0.0 -0.2 -0.1
H 1.247 2.596 -1.745 0.0 0.1 -0.1
H 0.189 2.382 -3.147 0.0 0.0 0.0
C -2.757 -2.278 -0.852 0.1 0.0 0.0
H 0.553 0.237 3.613 0.0 -0.1 0.0
H 0.671 0.213 -2.165 -0.1 -0.1 0.1
C -3.105 1.304 3.601 0.0 0.0 0.0
C -3.931 -2.916 -1.256 0.1 0.1 0.1
C 2.809 0.352 -2.110 0.0 0.2 -0.4
H -1.841 -2.660 4.068 0.0 0.0 -0.1
C 1.190 2.181 -2.755 0.0 0.0 0.1
C -3.790 -4.027 -2.125 0.0 -0.1 0.0
H 4.749 -3.279 -0.006 -0.1 0.0 0.0
C -2.190 -1.882 3.383 0.0 0.0 0.0
H 6.115 0.727 -2.776 -0.1 0.0 0.0
H -1.990 -2.215 2.362 0.0 0.0 0.1
C 1.367 0.097 -4.162 0.0 0.0 0.1
Se 4.979 3.619 -1.796 -0.3 0.4 0.2
H 5.531 -1.251 1.161 0.0 0.0 -0.1
H -2.991 2.686 -2.333 0.0 0.0 0.0
H -3.918 3.634 1.302 0.1 0.0 0.0
Se 6.068 1.948 1.757 -0.8 0.3 -0.5
C 0.926 -1.656 -0.747 -0.6 -0.6 -0.4
N -0.867 0.251 0.851 0.6 0.2 -0.2
H -3.272 -1.777 3.498 0.0 0.0 0.0
C -3.924 -0.655 0.464 0.1 0.0 0.1
H 2.703 -0.999 2.212 -0.2 -0.1 0.0
C -2.408 2.135 1.039 0.1 -0.1 -0.1
Se 5.103 5.746 1.404 -0.4 -0.2 -0.6
H 3.109 -3.022 0.591 0.1 0.0 0.1
H 1.916 2.709 -3.376 0.0 0.0 0.0
H -2.418 4.736 -0.024 0.0 0.0 -0.1
H -3.979 0.201 1.121 -0.1 -0.1 0.0
C 4.456 -1.362 0.991 -0.1 -0.1 0.1
C -1.614 4.070 -0.350 0.0 0.0 0.0
H 1.588 -0.969 -4.149 0.0 0.0 0.0
C 0.044 -0.727 3.532 -0.1 0.1 0.0
C -2.101 0.608 2.931 0.1 0.0 0.1
C 1.463 0.674 -2.746 0.2 0.1 -0.2
H 4.411 -3.393 1.736 0.0 0.1 -0.1
C -2.731 -1.157 -0.004 -0.2 0.1 0.0
H -2.423 -5.261 -3.168 0.0 0.1 0.0
C 4.182 -0.594 -0.297 0.5 0.1 0.3
H 0.427 -1.379 4.323 -0.1 0.0 -0.1
H 6.286 -0.486 -0.648 -0.1 0.1 0.1
H 3.969 0.224 2.409 0.0 -0.1 0.0
C 3.967 0.733 -2.773 -0.4 -0.1 -0.1
C -1.783 1.012 1.621 -0.1 0.4 0.1
H -1.271 2.003 -0.759 0.1 -0.1 0.0
Se 2.087 3.131 1.376 0.1 0.3 0.2
H -1.291 4.382 -1.347 -0.1 0.0 0.0
C 4.164 -2.856 0.814 0.0 0.0 0.1
C -1.351 -3.738 -2.088 0.0 0.2 0.2
N 1.705 -0.669 -0.224 0.7 -0.1 0.3
H -4.668 -4.559 -2.478 0.1 0.0 0.0
C -3.762 2.377 3.023 0.0 0.0 0.0
H 3.892 1.260 -3.718 0.0 0.0 0.1
H -3.636 1.402 -1.297 0.0 0.1 0.0
H -3.373 0.988 4.604 0.0 0.0 0.0
C -3.400 2.794 1.754 0.0 0.0 0.0
H 4.161 -1.380 3.125 0.0 0.0 -0.1
```
Forces are in eV/Å.

Here are the Löwdin charges for atoms 1 to 6, given in e: 0.102, -0.048, 0.078, 0.101, -0.063, -0.022

2.
The following is a DFT calculation (ωB97M-V with the def2-TZVPD basis set) of a structure of composition C37H40BBrN8O2Pt in a non-equilibrium geometry.

Properties
total energy	-128987.21108	eV
relative energy (zero: lowest compared OMol25 entry of this formula, charge and spin)	0.000	eV
total charge	+2

The geometry in XYZ format:
```
90
Properties=species:S:1:pos:R:3:forces:R:3
C -1.069 -1.975 4.767 -0.1 0.1 0.1
C -1.597 -2.992 5.543 0.1 0.0 0.0
H -1.606 0.432 -5.016 0.0 0.0 0.0
C -0.762 0.937 -4.547 0.1 0.0 0.1
C 2.061 -2.320 -4.342 0.0 0.0 0.0
H -3.164 2.120 -3.882 0.0 0.0 0.0
H -2.596 -1.289 -0.719 -0.1 0.0 0.1
H 4.557 0.897 3.129 0.0 0.0 -0.1
Br -2.912 -5.468 5.972 0.1 0.0 0.0
H -3.295 -3.071 -2.265 0.0 0.0 0.0
H 0.049 0.213 -4.436 0.0 0.0 -0.1
C 4.312 -1.550 0.788 0.1 0.1 0.1
N -0.129 2.833 1.558 -0.2 0.2 0.0
C -3.473 0.411 0.569 -0.1 0.1 -0.2
C -2.287 -2.684 -2.317 0.1 0.0 0.0
H 3.638 -1.548 2.825 0.0 0.1 0.0
C 2.391 -1.305 -3.386 0.2 0.0 -0.1
H 4.331 -0.791 -4.184 0.0 0.0 0.0
N 2.165 2.170 1.354 0.4 0.0 0.1
C 2.904 0.166 1.859 -0.2 -0.2 0.1
N 0.973 2.947 -0.681 0.1 0.4 -0.3
C -1.842 2.923 2.940 0.0 -0.1 0.1
N 1.727 -0.045 -1.456 -0.2 -0.4 1.3
C -1.079 -2.084 3.381 -0.1 -0.1 -0.5
H 2.780 -2.556 -5.117 0.0 0.0 0.0
C -0.562 -0.950 2.566 -0.1 -0.2 0.8
H 1.474 -1.939 0.717 0.0 -0.1 -0.1
C 3.811 0.417 -2.497 -0.1 -0.1 -0.1
H -1.577 0.723 -2.566 -0.1 0.0 0.0
H 2.067 4.508 -1.572 -0.1 0.0 0.0
H -3.269 1.045 -0.302 0.0 0.0 0.0
H 2.998 1.417 -0.764 0.1 -0.1 -0.1
H -2.742 -0.376 0.618 0.1 -0.2 0.1
C 0.868 -2.948 -4.285 0.0 0.0 0.1
H -0.425 1.723 -5.226 0.0 0.0 0.0
C 3.219 -1.316 1.846 -0.2 0.1 -0.5
C 1.475 -0.987 -2.382 0.3 0.0 -0.3
C 3.595 -0.576 -3.419 0.0 0.0 0.0
C -1.897 -1.673 -1.433 0.2 -0.2 -0.1
C -0.070 2.183 -2.456 0.0 0.1 0.2
H -1.610 -2.916 6.621 0.0 0.0 0.0
H -1.655 -3.939 -3.933 0.0 0.0 0.0
H -5.479 1.746 1.747 0.0 0.0 0.0
H -4.551 2.760 2.857 -0.1 0.0 0.0
O -0.737 -1.103 1.248 1.4 0.3 0.1
H 1.369 -2.262 2.449 0.0 -0.1 -0.1
H 3.529 3.336 2.445 0.0 0.0 -0.1
C 0.208 -1.597 -2.356 -0.3 -0.3 0.0
H -2.495 -5.154 3.084 0.0 0.0 0.0
C 0.748 3.235 -2.863 0.1 -0.1 -0.1
C -2.120 -4.118 4.923 -0.1 -0.1 0.1
H -0.080 4.287 3.071 0.0 0.0 -0.1
C 3.710 1.106 2.497 0.0 0.0 0.0
H -3.519 0.534 2.693 0.1 0.0 0.0
N 1.958 0.850 1.162 -0.9 -0.4 0.3
H -0.662 -1.084 5.224 0.0 0.0 0.0
C 3.207 2.346 2.161 0.2 -0.1 0.1
O -0.036 0.017 3.072 0.2 -0.1 -0.3
H -2.627 2.963 -2.422 0.0 0.0 0.0
H 3.908 -1.402 -0.216 0.0 -0.1 0.0
C 1.379 3.688 -1.714 0.0 0.1 -0.1
C -2.301 2.565 -3.384 0.0 -0.1 0.0
C -2.101 -4.259 3.544 0.1 0.0 -0.2
H -1.549 -3.322 1.694 0.0 -0.1 0.0
N 0.096 2.025 -1.120 0.5 -0.6 -0.2
C -4.522 2.246 1.898 0.1 0.0 0.0
H -4.466 -0.027 0.459 0.0 0.0 0.0
C -3.388 1.211 1.842 -0.1 0.0 0.2
C -0.618 3.466 2.625 0.0 0.1 0.0
C -2.072 1.915 2.008 0.3 0.2 -0.1
H 5.143 -0.856 0.924 0.0 -0.1 0.0
C 2.040 -2.246 1.593 0.1 0.0 0.2
C -0.102 -2.587 -3.290 -0.1 -0.1 -0.1
C -1.569 -3.239 2.772 -0.1 0.0 0.1
N -0.989 1.859 1.184 -0.4 -1.1 -0.2
N -0.680 -1.152 -1.438 -0.7 0.6 0.8
H 0.860 3.630 -3.860 -0.1 0.1 0.1
H 1.514 4.300 1.036 0.1 -0.1 0.0
H -2.490 3.210 3.750 0.0 0.1 -0.1
C -1.387 -3.152 -3.238 0.0 -0.1 -0.1
H 0.604 -3.715 -5.003 0.0 0.0 0.0
C -1.191 1.519 -3.200 0.1 0.0 -0.2
H -1.945 3.394 -3.997 0.0 0.0 0.0
H -4.396 2.994 1.112 0.0 0.0 0.0
H 4.697 -2.567 0.861 0.0 0.0 0.0
H 4.712 1.013 -2.511 0.0 0.0 0.0
H 2.397 -3.262 1.421 0.0 0.0 0.0
C 2.847 0.654 -1.513 0.2 0.2 0.1
Pt 0.206 0.283 0.079 -0.3 2.0 -1.9
B 1.167 3.181 0.821 -0.2 -0.1 0.4
```
Forces are in eV/Å.

Here are the Löwdin charges for atoms 1 to 6, given in e: 0.004, -0.096, 0.095, -0.029, 0.021, 0.093

3.
The following is a DFT calculation (ωB97M-V with the def2-TZVPD basis set) of a cluster of 3 separate species, C37H40BF3O4 in total in a non-equilibrium geometry.

Properties
total energy	-56034.51062	eV

The geometry in XYZ format:
```
85
Properties=species:S:1:pos:R:3:forces:R:3
C 0.564 -2.863 -1.012 0.7 1.1 -0.7
H 1.829 6.423 0.573 0.0 -0.3 -0.1
H -3.526 2.288 2.391 0.0 -0.3 -0.2
H -3.501 -0.059 -6.024 0.1 0.4 0.3
H -3.223 -0.610 -0.056 0.0 0.0 -0.2
H -1.027 2.318 4.066 0.1 -0.3 -0.2
C -0.829 1.505 -1.299 0.6 0.3 -0.3
H -3.300 3.061 -0.720 0.1 0.2 0.2
H 1.078 5.157 2.612 0.3 -0.1 -0.4
H -0.114 -1.704 2.751 0.0 0.2 0.2
H -3.154 0.564 2.194 -0.1 0.2 -0.3
B -0.533 0.875 1.747 -0.6 0.2 0.0
C -0.231 -1.471 -3.784 0.6 0.4 0.5
H 1.287 2.731 2.666 -0.3 0.2 -0.4
C -1.035 0.804 5.577 -0.2 0.2 -0.4
O -1.081 2.168 1.610 0.2 -0.7 -0.2
H -1.290 1.509 6.371 0.0 -0.3 -0.3
H 2.533 -0.272 -2.005 -0.3 -0.4 -0.2
C 2.173 3.218 -0.600 -0.6 -0.3 0.5
C 1.806 5.332 0.561 -0.1 -0.1 -0.2
H -3.989 1.652 -5.729 0.0 -0.3 0.1
C 0.185 1.110 -4.819 -0.5 -0.3 0.1
H 0.033 0.898 -1.595 -0.4 0.0 0.1
C 1.440 3.248 1.714 0.3 0.1 -0.3
O -0.832 0.021 0.682 -0.6 0.4 0.3
C 1.706 -4.951 -0.927 0.4 0.6 -0.3
C -2.631 -0.126 -0.839 -0.4 0.1 0.3
H 2.043 0.882 2.754 0.1 0.0 0.1
H -3.883 0.502 -4.345 0.3 0.1 -0.5
C 1.594 1.039 0.675 0.0 0.2 -0.4
C -0.531 0.365 3.239 0.5 -0.1 -0.1
C 3.952 -5.402 -1.535 0.5 0.0 -0.2
H 0.287 2.109 -5.235 0.0 -0.2 0.1
H -0.352 -4.680 -0.311 0.0 0.0 0.1
H -3.288 0.428 -1.515 -0.1 -0.1 0.0
H -2.106 -1.467 -4.876 0.4 0.1 0.2
C -2.201 1.946 0.759 -0.5 -0.2 -0.3
H 3.701 -6.937 0.006 -0.2 0.0 -0.4
C 2.218 4.621 -0.576 -0.1 -0.2 0.3
C -0.935 -0.555 5.833 -0.1 -0.1 0.4
H 3.388 0.528 1.717 0.0 -0.2 0.0
C -1.201 -0.918 -4.601 0.1 0.5 -0.1
C 1.404 4.635 1.704 0.2 -0.3 0.0
H -0.391 -2.506 5.074 -0.2 0.2 0.0
C -1.641 0.824 -0.208 -0.2 0.5 -0.1
H 2.074 -0.668 1.939 0.0 0.3 -0.2
C 1.123 0.563 -3.986 -0.2 0.0 0.0
C -0.367 -0.993 3.540 0.2 0.0 0.4
H -0.283 -2.206 -0.790 0.2 -0.3 -0.2
H -1.458 1.646 -2.194 0.2 0.1 0.3
C 2.888 -4.355 -1.434 -1.3 -0.3 0.4
C 1.718 -2.258 -1.601 -0.3 -0.9 0.9
C -3.365 1.494 1.646 -0.2 -0.1 0.0
H 1.361 0.384 -0.179 0.0 0.5 0.3
C 3.256 -6.647 -0.959 -0.5 -0.2 0.4
O -2.105 1.278 -5.153 -0.2 -0.2 -1.0
H -0.317 -2.513 -3.471 0.0 0.4 0.1
C -0.867 1.258 4.265 0.3 -0.2 0.4
C -2.610 3.262 0.112 -0.1 0.1 -0.2
F -0.307 -1.634 7.866 -0.9 0.3 -0.3
C 1.664 -0.928 -2.148 0.6 0.1 -1.2
C 2.296 0.400 1.811 0.6 -0.4 0.5
C 2.903 -3.016 -1.765 -0.4 0.0 0.3
C 0.848 -0.651 -3.287 0.2 -0.1 0.0
H 3.263 -7.508 -1.651 -0.1 0.4 0.4
O 1.835 -6.289 -0.675 1.0 0.4 -0.4
H -2.108 -0.895 -1.422 0.0 0.2 0.1
H -4.284 1.382 1.052 0.2 0.0 0.2
H 2.545 2.674 -1.475 -0.3 0.2 0.3
H 2.595 5.177 -1.440 -0.1 -0.3 0.3
H 2.055 1.099 -3.779 -0.4 -0.2 0.0
H -0.410 2.475 -0.980 -0.3 -0.5 -0.2
C -0.536 -1.451 4.843 -0.2 -0.1 -0.3
H 4.303 -5.553 -2.574 -0.2 0.1 0.4
F -2.305 -2.079 7.039 0.8 0.8 0.3
H 4.833 -5.108 -0.940 -0.3 -0.2 -0.2
H 3.813 -2.582 -2.183 -0.3 0.1 0.1
C -1.361 -1.093 7.177 0.1 -0.1 0.4
F -1.912 -0.121 7.968 0.5 -0.9 -0.5
H -3.147 3.852 0.868 0.2 0.0 -0.3
C 0.533 -4.200 -0.708 0.8 -1.2 0.1
C -3.447 0.795 -5.322 0.3 -0.3 0.2
H -1.758 3.850 -0.253 -0.2 -0.3 0.1
C -1.059 0.441 -4.956 -0.3 0.4 1.0
C 1.701 2.478 0.537 1.1 0.9 0.4
```
Forces are in eV/Å.

Here are the Löwdin charges for atoms 1 to 6, given in e: -0.031, 0.097, 0.098, 0.096, 0.092, 0.123

total energy of number 2 (C37H40BBrN8O2Pt)?
-128987.21108 eV

Which value of total energy does entry 3 give?
-56034.51062 eV